[1]
Density functional theory data (wB97M-V/def2-TZVPD) for C33H39BBeBr5Cl2F5IN4O9PS3 as an isolated structure in a non-equilibrium geometry.

Each line ends with the Mulliken charge.
Atoms and positions in Å:
1 O -4.546 0.034 5.078  -0.45
2 C -4.128 0.861 4.206  0.79
3 N -3.647 1.435 3.123  -0.53
4 C -2.272 1.961 3.317  0.04
5 C -1.941 3.396 3.966  -0.60
6 C -0.428 3.910 4.083  0.10
7 P -0.266 5.661 4.847  0.24
8 S -1.812 6.804 4.508  -0.35
9 C 0.833 3.037 3.584  0.36
10 C 2.278 3.675 3.683  -0.20
11 C 3.538 2.756 4.003  -0.20
12 C 4.760 3.728 4.495  -1.06
13 I 6.081 4.322 2.822  0.09
14 C 0.510 1.616 3.000  0.52
15 C -1.019 1.120 2.870  0.09
16 C -1.272 -0.342 2.173  -0.08
17 O -2.113 -1.192 2.604  -0.52
18 C -0.276 -0.592 0.898  0.20
19 C -0.721 -1.300 -0.437  0.48
20 C -2.199 -1.898 -0.658  -0.71
21 C -3.247 -0.889 -1.347  0.12
22 O -3.238 -0.665 -2.618  -0.49
23 C 0.321 -1.493 -1.643  -0.41
24 C 1.817 -0.970 -1.470  0.18
25 N 2.798 -1.197 -2.571  -0.57
26 C 3.019 -2.527 -2.508  0.22
27 S 3.506 -4.089 -2.116  0.22
28 C 2.311 -0.255 -0.141  -0.63
29 C 1.256 -0.086 1.012  0.40
30 C 1.590 0.570 2.477  0.23
31 O 2.584 0.054 3.077  -0.49
32 H -2.814 4.068 4.312  0.26
33 H 1.003 6.291 4.519  0.17
34 H -0.220 5.487 6.294  0.07
35 H 2.493 4.228 2.674  0.29
36 H 2.280 4.531 4.482  0.01
37 H 3.913 2.308 2.988  0.24
38 H 3.367 1.844 4.693  0.19
39 H 5.407 3.230 5.325  0.40
40 H 4.386 4.725 4.949  0.36
41 H -2.073 -2.803 -1.387  0.32
42 H -2.678 -2.331 0.308  0.34
43 H -4.026 -0.338 -0.697  0.31
44 H 0.059 -2.000 -2.639  0.39
45 H 3.379 0.137 0.053  0.37
46 Be 2.970 1.372 6.343  0.26
47 C 0.446 4.079 9.031  -0.56
48 O 1.236 4.825 8.116  -0.47
49 H -0.217 3.420 8.469  0.21
50 H 1.096 3.477 9.671  0.28
51 H -0.152 4.760 9.640  0.29
52 H 1.813 5.399 8.639  0.28
53 C 1.782 -8.032 -2.761  -0.38
54 Cl 0.606 -6.742 -3.050  -0.16
55 Cl 3.276 -7.390 -2.071  0.02
56 H 1.353 -8.754 -2.066  0.37
57 H 2.011 -8.522 -3.708  0.20
58 Br 3.166 -6.514 -5.980  -0.09
59 C 5.089 -6.252 -6.163  -0.54
60 C 5.806 -7.568 -6.347  -0.63
61 Br 5.966 -8.526 -4.657  -0.11
62 H 5.421 -5.698 -5.284  0.33
63 H 5.206 -5.624 -7.049  0.33
64 H 6.833 -7.403 -6.678  0.36
65 H 5.306 -8.239 -7.047  0.36
66 C -4.923 7.852 2.410  0.22
67 Br -5.343 9.582 3.182  0.01
68 Br -6.046 6.444 3.135  -0.01
69 Br -4.982 7.893 0.472  0.29
70 H -3.895 7.618 2.693  -0.14
71 C -2.543 11.560 4.046  -0.14
72 C -1.367 11.043 4.831  0.27
73 N -0.429 10.630 5.459  -0.43
74 H -2.205 12.292 3.310  0.26
75 H -3.036 10.735 3.527  -0.23
76 H -3.259 12.036 4.719  0.28
77 C -6.613 4.923 -2.021  -0.66
78 N -6.692 6.194 -2.787  0.86
79 O -7.691 6.377 -3.471  -0.51
80 O -5.747 6.966 -2.676  -0.51
81 H -7.514 4.340 -2.213  0.31
82 H -5.727 4.387 -2.362  0.28
83 H -6.538 5.180 -0.964  0.22
84 C -2.144 -6.794 -6.675  -0.53
85 C -1.979 -7.200 -8.140  -0.63
86 C -0.795 -8.165 -8.219  -0.60
87 S -0.709 -8.980 -6.629  1.03
88 O 0.520 -8.589 -5.978  -0.51
89 O -1.095 -10.366 -6.782  -0.70
90 C -2.056 -8.087 -5.876  -0.64
91 H -3.091 -6.278 -6.501  0.35
92 H -1.331 -6.119 -6.385  0.27
93 H -2.889 -7.704 -8.483  0.30
94 H -1.823 -6.332 -8.785  0.33
95 H -0.937 -8.913 -9.001  0.33
96 H 0.145 -7.633 -8.377  0.33
97 H -1.851 -7.925 -4.817  0.33
98 H -2.962 -8.686 -5.996  0.34
99 F -2.606 9.147 0.540  -0.42
100 B 6.519 -5.264 -0.484  0.55
101 F 5.774 -6.410 -0.942  -0.35
102 F 5.668 -4.437 0.337  -0.40
103 F 7.651 -5.703 0.286  -0.38
104 F 6.974 -4.504 -1.621  -0.41

Results
- E_HOMO (hartree) = -0.326
- gap between HOMO and LUMO (eV) = 1.26

---

[2]
Density functional theory data (wB97M-V/def2-TZVPD) for C33H39BCaF5N7OS5 as an isolated structure in a non-equilibrium geometry.

Each line ends with the Mulliken charge.
Atoms and positions in Å:
1 Ca -2.744 -1.683 1.597  0.86
2 C 2.833 -3.833 2.271  -1.74
3 C 2.715 -2.468 1.678  0.58
4 C 3.777 -1.808 1.149  -0.60
5 C 3.620 -0.515 0.581  -0.26
6 N 2.458 0.068 0.576  -0.49
7 N 1.417 -0.583 1.110  0.44
8 B 0.121 0.226 1.095  -1.20
9 N 0.379 1.770 1.060  0.69
10 N 0.670 2.596 0.079  -0.62
11 C 0.635 3.876 0.385  -0.34
12 C 0.290 4.312 1.689  -0.21
13 C -0.045 3.433 2.684  0.34
14 C -0.499 3.810 4.055  -1.56
15 C 0.006 2.087 2.289  0.53
16 S -0.417 0.558 2.989  -0.14
17 C 0.949 4.821 -0.769  2.37
18 C 2.311 4.446 -1.362  -1.62
19 C 0.985 6.280 -0.316  -2.30
20 C -0.143 4.646 -1.833  -1.57
21 N -0.797 -0.191 -0.078  0.60
22 N -0.212 -1.173 -0.819  0.19
23 C -0.720 -1.485 -1.964  -0.38
24 C -1.815 -0.750 -2.505  -0.70
25 C -2.399 0.237 -1.792  -0.49
26 C -3.554 1.017 -2.320  -1.88
27 C -1.908 0.502 -0.459  1.84
28 S -2.693 1.561 0.578  -0.20
29 C -0.036 -2.643 -2.685  2.26
30 C 1.349 -2.170 -3.144  -1.54
31 C 0.118 -3.815 -1.711  -1.39
32 C -0.851 -3.102 -3.894  -2.23
33 C 1.439 -1.817 1.637  0.87
34 S 0.023 -2.569 2.176  -0.39
35 C 4.745 0.286 -0.068  2.44
36 C 4.837 1.654 0.614  -1.43
37 C 6.088 -0.433 0.052  -2.35
38 C 4.401 0.479 -1.550  -1.51
39 H 3.864 -4.180 2.233  0.40
40 H 2.192 -4.539 1.741  0.33
41 H 2.487 -3.827 3.306  0.35
42 H 4.750 -2.278 1.160  0.55
43 H 0.266 5.373 1.899  0.55
44 H -0.395 4.879 4.227  0.40
45 H 0.071 3.270 4.812  0.36
46 H -1.547 3.531 4.184  0.34
47 H 3.111 4.584 -0.632  0.36
48 H 2.523 5.083 -2.223  0.46
49 H 2.321 3.406 -1.688  0.28
50 H 1.735 6.449 0.459  0.45
51 H 0.016 6.619 0.058  0.44
52 H 1.243 6.911 -1.167  0.42
53 H -0.160 3.620 -2.200  0.31
54 H 0.051 5.315 -2.674  0.43
55 H -1.130 4.878 -1.429  0.38
56 H -2.203 -0.998 -3.483  0.39
57 H -3.682 0.822 -3.383  0.44
58 H -3.413 2.084 -2.148  0.33
59 H -4.461 0.721 -1.790  0.32
60 H 1.948 -1.857 -2.286  0.15
61 H 1.271 -1.325 -3.832  0.36
62 H 1.868 -2.981 -3.658  0.44
63 H 0.684 -3.518 -0.828  0.08
64 H 0.642 -4.634 -2.207  0.46
65 H -0.856 -4.179 -1.378  0.33
66 H -0.901 -2.336 -4.671  0.37
67 H -1.869 -3.378 -3.613  0.43
68 H -0.377 -3.981 -4.333  0.44
69 H 5.089 1.552 1.672  0.38
70 H 3.888 2.187 0.537  0.07
71 H 5.613 2.253 0.135  0.45
72 H 6.376 -0.587 1.094  0.45
73 H 6.864 0.172 -0.417  0.41
74 H 6.080 -1.401 -0.452  0.44
75 H 3.449 1.000 -1.657  0.14
76 H 4.325 -0.480 -2.066  0.35
77 H 5.181 1.067 -2.038  0.45
78 F -8.048 -4.253 3.052  -0.32
79 C -7.143 -3.792 2.183  0.77
80 C -6.751 -2.469 2.218  -0.13
81 F -7.271 -1.643 3.132  -0.32
82 C -5.820 -2.014 1.303  0.45
83 F -5.423 -0.726 1.415  -0.31
84 C -5.226 -2.827 0.341  0.09
85 S -3.963 -2.243 -0.742  -0.25
86 C -5.655 -4.153 0.341  0.02
87 F -5.146 -5.024 -0.537  -0.34
88 C -6.589 -4.635 1.237  0.20
89 F -6.963 -5.917 1.203  -0.31
90 O -3.461 -3.459 2.750  -0.70
91 S -3.601 -2.584 3.982  0.34
92 N -3.186 -1.185 3.779  -0.56

Results
- E_HOMO (hartree) = -0.275
- gap between HOMO and LUMO (eV) = 6.76
- ΔE to the lowest compared entry with this formula, charge and spin (kJ/mol) = 0.0

---

[3]
Density functional theory data (wB97M-V/def2-TZVPD) for C33H39BN4O2P2Pd as an isolated structure in a non-equilibrium geometry.

Each line ends with the Mulliken charge.
Atoms and positions in Å:
1 Pd 0.836 -0.409 -0.975  -1.03
2 C 6.178 -1.969 -3.600  -0.33
3 C 6.602 -1.046 -2.729  -0.34
4 C 6.835 0.401 -3.030  -0.92
5 C 5.967 1.091 -4.117  -1.17
6 C 4.509 0.770 -4.247  0.32
7 C 3.970 -0.429 -4.584  -0.18
8 C 4.673 -1.285 -5.575  -1.05
9 C 6.057 -1.785 -5.082  -0.77
10 C -1.978 0.246 -0.989  -1.18
11 H 6.020 -3.001 -3.283  0.29
12 H 7.009 -1.347 -1.755  0.86
13 H 7.880 0.554 -3.360  0.37
14 H 6.738 0.955 -2.080  0.33
15 H 6.000 2.164 -3.861  0.36
16 H 6.458 0.979 -5.096  0.49
17 H 3.904 1.690 -4.354  0.39
18 H 2.956 -0.736 -4.314  0.28
19 H 4.868 -0.692 -6.489  0.25
20 H 4.053 -2.142 -5.870  0.39
21 H 6.207 -2.772 -5.548  0.45
22 H 6.828 -1.094 -5.455  0.28
23 H -3.026 -0.011 -0.789  0.45
24 H -1.732 -0.077 -2.010  0.27
25 H -1.855 1.334 -0.906  0.25
26 P 1.251 1.432 -2.196  0.62
27 P 2.787 -0.395 0.114  0.39
28 N 0.811 1.173 -3.862  0.91
29 N 0.598 3.013 -1.859  0.63
30 N 3.466 -1.922 -0.285  0.51
31 N 3.150 -0.412 1.794  0.45
32 C 3.042 1.563 -1.896  0.35
33 C 3.649 1.049 -0.564  -1.09
34 C -0.024 0.122 -4.295  -0.62
35 C -0.276 0.269 -5.648  -0.83
36 C 0.465 1.411 -6.095  -0.88
37 C 1.111 1.944 -4.989  -0.52
38 C -0.749 3.376 -2.054  -0.66
39 C -0.966 4.617 -1.476  -0.76
40 C 0.289 5.071 -0.954  -0.67
41 C 1.220 4.069 -1.174  -0.30
42 C 2.643 -2.983 -0.683  -0.63
43 C 3.448 -3.986 -1.184  -0.83
44 C 4.804 -3.569 -1.026  -1.08
45 C 4.791 -2.300 -0.462  0.08
46 C 4.377 -0.672 2.422  -0.38
47 C 4.213 -0.524 3.790  -0.58
48 C 2.846 -0.150 4.022  -0.74
49 C 2.227 -0.073 2.789  -0.15
50 H 3.336 2.603 -2.084  1.24
51 H 3.499 0.928 -2.677  -1.91
52 H 4.701 0.748 -0.689  0.33
53 H 3.617 1.845 0.198  0.37
54 H -0.347 -0.632 -3.599  0.53
55 H -0.931 -0.349 -6.251  0.48
56 H 0.497 1.793 -7.106  0.46
57 H 1.758 2.797 -4.895  0.55
58 H -1.406 2.746 -2.631  0.56
59 H -1.905 5.153 -1.429  0.45
60 H 0.484 6.033 -0.498  0.43
61 H 2.274 4.022 -0.945  0.41
62 H 1.568 -2.882 -0.590  0.48
63 H 3.111 -4.911 -1.619  0.48
64 H 5.688 -4.108 -1.320  0.66
65 H 5.589 -1.618 -0.198  0.30
66 H 5.241 -0.927 1.837  0.30
67 H 4.974 -0.665 4.541  0.45
68 H 2.378 0.034 4.978  0.45
69 H 1.227 0.190 2.489  0.30
70 O -0.913 0.222 1.414  -0.62
71 B -1.088 -0.481 0.107  1.48
72 O -1.384 -1.906 0.429  -0.46
73 C -1.678 -1.906 1.756  0.59
74 C -2.423 -2.860 2.439  -0.95
75 C -3.077 -2.473 3.611  -0.49
76 C -2.852 -1.215 4.172  -0.49
77 C -1.972 -0.303 3.580  -0.95
78 C -1.437 -0.632 2.339  0.75
79 H -2.523 -3.857 2.017  0.43
80 H -3.785 -3.158 4.086  0.35
81 H -3.382 -0.917 5.075  0.36
82 H -1.751 0.670 4.017  0.43

Results
- E_HOMO (spin up / spin down) (hartree) = -0.185 / -0.263
- expectation value of S² = 2.007
- gap between HOMO and LUMO (spin up / spin down) (eV) = 4.98 / 5.91
- 2S+1 = 3

---

| no. | E (Eh) |
| --- | --- |
| 1 | -18339.122968 |
| 2 | -4932.313214 |
| 3 | -2485.696951 |